Density functional theory data (ωB97M-V/def2-TZVPD) for a single C6H10O molecule in a non-equilibrium geometry.

Computed properties:
* gap between HOMO and LUMO: 9.79 eV
* LUMO level: 0.95 eV
* net charge: 0
* structure (SMILES): C=C(C)/C=C/CO

Atoms and positions in Å:
1 C -0.765 -2.079 1.007
2 C -0.197 -0.926 1.412
3 C 0.773 -0.793 2.568
4 C -0.297 0.248 0.511
5 C -0.176 0.265 -0.811
6 C -0.241 1.485 -1.663
7 O 0.607 1.493 -2.790
8 H -0.617 -2.954 1.622
9 H -1.341 -1.991 0.101
10 H 1.289 0.159 2.439
11 H 1.539 -1.567 2.551
12 H 0.290 -0.804 3.544
13 H -0.300 1.196 1.053
14 H 0.117 -0.603 -1.401
15 H -0.064 2.393 -1.065
16 H -1.270 1.598 -2.022
17 H 1.490 1.683 -2.484

---

Density functional theory data (ωB97M-V/def2-TZVPD) for C6H10O as an isolated structure.

Computed properties:
* gap between HOMO and LUMO: 8.01 eV
* LUMO level: 0.89 eV
* net charge: 0

Atoms and positions in Å:
1 C 1.827 0.524 -0.862
2 C 0.275 0.105 0.142
3 C 0.137 -1.385 0.362
4 C -1.371 -1.150 0.013
5 C -1.065 0.291 -0.492
6 C -1.166 1.381 0.578
7 O 0.211 1.084 1.094
8 H 2.440 0.381 0.028
9 H 2.117 -0.191 -1.636
10 H 1.919 1.564 -1.190
11 H 0.679 -1.987 -0.373
12 H 0.390 -1.721 1.371
13 H -2.010 -1.187 0.908
14 H -1.782 -1.851 -0.722
15 H 0.513 0.482 -1.059
16 H -1.905 1.227 1.375
17 H -1.191 2.429 0.255

---

Density functional theory data (ωB97M-V/def2-TZVPD) for a 2-piece molecular cluster, C6H10O overall in a non-equilibrium geometry.

Computed properties:
* gap between HOMO and LUMO: 10.39 eV
* LUMO level: 1.04 eV
* net charge: 0
* structure (SMILES): C=C1O[C@@H]1C.C=C

Atoms and positions in Å:
1 C 0.098 -1.629 -1.408
2 C -0.001 -1.514 -0.137
3 O -0.862 -1.355 0.909
4 C 0.514 -1.543 1.197
5 C 1.073 -0.292 1.832
6 H 1.111 -1.741 -1.757
7 H -0.745 -1.739 -2.092
8 H 0.889 -2.457 1.499
9 H 0.339 0.540 1.970
10 H 1.903 0.171 1.187
11 H 1.595 -0.344 2.775
12 C -1.197 2.179 -1.612
13 C -0.830 1.860 -0.377
14 H -2.170 2.130 -2.013
15 H -0.418 2.255 -2.394
16 H -1.455 1.616 0.508
17 H 0.156 1.863 -0.088

---

Density functional theory data (ωB97M-V/def2-TZVPD) for a 2-piece molecular cluster, C6H10O overall in a non-equilibrium geometry.

Computed properties:
* gap between HOMO and LUMO: 8.83 eV
* LUMO level: 0.47 eV
* net charge: 0
* structure (SMILES): C=C/C=C/C=C.O

Atoms and positions in Å:
1 C 2.103 -1.083 2.413
2 C 0.974 -0.585 2.925
3 C -0.037 0.138 2.142
4 C -0.089 0.265 0.826
5 C -1.188 0.956 0.146
6 C -1.284 0.999 -1.172
7 H 2.810 -1.666 2.981
8 H 2.387 -0.876 1.384
9 H 0.778 -0.813 3.973
10 H -0.827 0.587 2.746
11 H 0.573 -0.221 0.115
12 H -1.947 1.368 0.787
13 H -0.599 0.453 -1.802
14 H -2.069 1.487 -1.722
15 O -0.401 0.033 -5.249
16 H -0.916 -0.416 -4.553
17 H -0.268 -0.625 -5.940

---

Density functional theory data (ωB97M-V/def2-TZVPD) for C6H10O as an isolated structure.

Computed properties:
* gap between HOMO and LUMO: 10.86 eV
* LUMO level: 1.22 eV
* net charge: 0

Atoms and positions in Å:
1 C -1.823 -0.202 1.301
2 C -1.800 0.631 0.046
3 C -1.008 -0.639 0.126
4 C 0.480 -0.598 0.215
5 C 1.307 -0.279 -1.025
6 C 2.107 0.543 -0.028
7 O 0.998 0.571 0.888
8 H -1.283 0.190 2.160
9 H -2.713 -0.775 1.542
10 H -2.682 0.642 -0.587
11 H -1.255 1.570 0.092
12 H -1.360 -1.490 -0.455
13 H 0.879 -1.502 0.701
14 H 1.807 -1.069 -1.585
15 H 0.750 0.384 -1.697
16 H 2.945 0.011 0.447
17 H 2.389 1.499 -0.457

---

Density functional theory data (ωB97M-V/def2-TZVPD) for a 2-piece molecular cluster, C6H10O overall in a non-equilibrium geometry.

Computed properties:
* gap between HOMO and LUMO: 8.16 eV
* LUMO level: 0.36 eV
* net charge: 0

Atoms and positions in Å:
1 C 1.504 0.276 0.144
2 C 1.333 0.092 1.620
3 C 0.322 -0.378 -1.732
4 C -1.049 -0.168 -1.775
5 O -2.556 0.101 1.417
6 C -1.284 0.175 0.931
7 C -0.109 0.111 1.406
8 H -2.519 0.063 2.381
9 H 1.589 1.306 -0.172
10 H 2.212 -0.394 -0.320
11 H 1.694 -0.870 1.986
12 H 1.706 0.900 2.255
13 H 0.686 -1.395 -1.663
14 H 0.980 0.319 -2.230
15 H -1.337 0.135 -0.268
16 H -1.443 0.739 -2.218
17 H -1.728 -1.012 -1.763

---

Density functional theory data (ωB97M-V/def2-TZVPD) for a single C6H10O molecule in a non-equilibrium geometry.

Computed properties:
* gap between HOMO and LUMO: 8.56 eV
* LUMO level: 0.87 eV
* net charge: 0
* structure (SMILES): C/C=C/C=C(/C)O

Atoms and positions in Å:
1 C 1.013 1.777 2.395
2 C 0.063 0.846 1.705
3 C 0.462 -0.063 0.786
4 C -0.511 -0.592 -0.147
5 C -0.260 -1.084 -1.377
6 C -1.278 -1.434 -2.421
7 O 0.966 -0.873 -1.980
8 H 2.058 1.757 2.050
9 H 0.807 2.802 2.107
10 H 0.971 1.615 3.477
11 H -0.962 0.878 2.059
12 H 1.488 -0.419 0.759
13 H -1.555 -0.447 0.110
14 H -0.856 -1.571 -3.409
15 H -2.040 -0.653 -2.414
16 H -1.815 -2.358 -2.188
17 H 1.449 -0.181 -1.514

---

Density functional theory data (ωB97M-V/def2-TZVPD) for a single C6H10O molecule in a non-equilibrium geometry.

Computed properties:
* gap between HOMO and LUMO: 9.69 eV
* LUMO level: 0.88 eV
* net charge: 0
* structure (SMILES): C=C(C)/C=C/CO

Atoms and positions in Å:
1 C -2.298 0.128 0.614
2 C -1.331 0.022 -0.315
3 C -1.535 -0.297 -1.723
4 C 0.038 0.405 0.010
5 C 0.641 -0.322 0.951
6 C 2.165 0.171 1.178
7 O 2.815 0.482 -0.158
8 H -3.289 0.099 0.230
9 H -1.947 0.606 1.591
10 H -1.826 0.378 -2.602
11 H -2.151 -1.380 -1.970
12 H -0.613 -0.801 -2.147
13 H 0.587 0.851 -0.828
14 H 0.036 -0.626 1.799
15 H 2.897 -0.637 1.653
16 H 2.262 1.029 1.775
17 H 3.547 -0.107 -0.057

---

Density functional theory data (ωB97M-V/def2-TZVPD) for a 2-piece molecular cluster, C6H10O overall.

Computed properties:
* gap between HOMO and LUMO: 9.45 eV
* LUMO level: 0.73 eV
* net charge: 0
* structure (SMILES): CC1(O)C=CC=C1.[H][H]

Atoms and positions in Å:
1 C 0.289 -0.226 1.748
2 C -0.582 -0.372 0.504
3 O -1.782 -0.995 0.954
4 C 0.096 -1.169 -0.602
5 C 0.163 -0.437 -1.718
6 C -0.440 0.895 -1.463
7 C -0.860 0.950 -0.196
8 H -0.219 0.404 2.483
9 H 1.259 0.218 1.510
10 H 0.448 -1.210 2.199
11 H -2.352 -1.090 0.179
12 H 0.443 -2.188 -0.458
13 H 0.580 -0.745 -2.672
14 H -0.519 1.681 -2.207
15 H -1.350 1.781 0.301
16 H 2.499 0.911 -0.405
17 H 2.327 1.590 -0.156

---

Density functional theory data (ωB97M-V/def2-TZVPD) for a single C6H10O molecule in a non-equilibrium geometry.

Computed properties:
* gap between HOMO and LUMO (alpha / beta): 8.81 / 6.63 eV
* LUMO level (alpha / beta): 0.78 / 0.10 eV
* net charge: 0

Atoms and positions in Å:
1 C 1.753 0.556 0.385
2 C 1.761 -0.916 0.546
3 C -0.196 -0.302 -1.235
4 C 1.268 -0.285 -0.701
5 C -1.252 -0.199 -0.168
6 C -1.788 1.093 0.100
7 O -1.575 -1.227 0.640
8 H 1.229 1.282 1.072
9 H 2.812 0.972 0.238
10 H 2.777 -1.370 0.573
11 H 1.136 -1.472 1.360
12 H -0.345 0.640 -1.833
13 H -0.323 -1.244 -1.972
14 H -2.364 1.814 -0.688
15 H -1.059 1.682 0.492
16 H -2.492 1.071 0.926
17 H -1.340 -2.097 0.264

---

Density functional theory data (ωB97M-V/def2-TZVPD) for a 3-piece molecular cluster, C6H10O overall.

Computed properties:
* gap between HOMO and LUMO: 10.02 eV
* LUMO level: 0.96 eV
* net charge: 0
* structure (SMILES): C=CO.C#C.C=C

Atoms and positions in Å:
1 C 1.038 -1.611 -0.796
2 C 1.459 -1.022 0.322
3 O 1.367 -1.522 1.583
4 H 0.569 -2.593 -0.792
5 H 1.149 -1.103 -1.746
6 H 1.913 -0.036 0.327
7 H 0.984 -2.409 1.536
8 C 0.588 2.059 -0.821
9 C 1.700 2.364 -1.167
10 H -0.388 1.754 -0.500
11 H 2.687 2.633 -1.471
12 C -1.889 -0.349 0.549
13 C -2.473 0.842 0.630
14 H -1.196 -0.701 1.311
15 H -2.065 -1.017 -0.292
16 H -3.154 1.200 -0.139
17 H -2.290 1.510 1.468

---

Density functional theory data (ωB97M-V/def2-TZVPD) for a 2-piece molecular cluster, C6H10O overall.

Computed properties:
* gap between HOMO and LUMO: 9.98 eV
* LUMO level: 0.54 eV
* net charge: 0
* structure (SMILES): C=CC=O.C=CC

Atoms and positions in Å:
1 C -1.764 -0.334 0.225
2 C -0.806 -1.190 0.571
3 C -0.532 -1.244 2.012
4 O -0.100 -2.228 2.568
5 H -2.381 -0.443 -0.656
6 H -1.963 0.504 0.892
7 H -0.393 -1.983 -0.048
8 H -0.938 -0.375 2.576
9 C 1.709 0.436 0.197
10 C 1.196 0.283 -1.019
11 C 0.320 1.292 -1.699
12 H 2.343 -0.316 0.657
13 H 1.476 1.317 0.793
14 H 1.393 -0.636 -1.574
15 H 0.859 1.725 -2.549
16 H 0.046 2.104 -1.017
17 H -0.605 0.851 -2.093

---

Density functional theory data (ωB97M-V/def2-TZVPD) for a single C6H10O molecule.

Computed properties:
* gap between HOMO and LUMO: 10.78 eV
* LUMO level: 1.01 eV
* net charge: 0
* structure (SMILES): O=CCCC1CC1

Atoms and positions in Å:
1 O 2.732 -0.877 1.885
2 C 2.684 -0.297 0.826
3 C 1.570 -0.475 -0.182
4 C 0.232 0.023 0.401
5 C -0.734 0.504 -0.660
6 C -1.834 -0.378 -1.180
7 C -2.158 0.789 -0.289
8 H 3.463 0.448 0.555
9 H 1.822 0.080 -1.093
10 H 1.507 -1.536 -0.451
11 H 0.428 0.847 1.100
12 H -0.224 -0.777 0.998
13 H -0.289 1.187 -1.382
14 H -2.105 -0.313 -2.231
15 H -1.925 -1.373 -0.752
16 H -2.635 1.659 -0.729
17 H -2.461 0.577 0.733

---

It is found that the relative energy (zero: lowest compared OMol25 entry of this formula, charge and spin) values, taken in the order of the records, are 1.301; 6.918; 3.464; 1.576; 1.604; 6.068; 1.259; 3.459; 1.655; 5.263; 3.668; 1.830; 0.847 eV.
It is found that the total energy values, taken in the order of the records, are -8429.9395; -8424.3225; -8427.7760; -8429.6641; -8429.6361; -8425.1721; -8429.9816; -8427.7818; -8429.5849; -8425.9777; -8427.5727; -8429.4108; -8430.3938 eV.